1.
7 unconnected molecules or ions with the total composition C5H26N2O7, computed with ωB97M-V/def2-TZVPD.

## Properties
- ΔE to the lowest compared entry with this formula, charge and spin (kJ/mol) = 46.2
- spin multiplicity = 2
- LUMO (alpha / beta) (eV) = -3.39 / -8.26
- HOMO-LUMO gap (alpha / beta) (eV) = 9.9 / 5.0
- net charge = +1
- maximum force (eV/Å) = 2.357

Last column: Mulliken charge in e.
Positions of all 40 atoms, in Å:
1 N 3.0460 -1.2186 -0.0620  -0.688
2 C 2.2412 0.0443 -0.0567  0.405
3 C 0.7433 -0.2964 -0.2478  0.902
4 C 0.2927 -0.5491 -1.6620  -0.532
5 O 0.3542 -1.3759 0.6340  -0.609
6 C 2.5079 0.9381 1.1610  -0.974
7 N 1.8931 2.2452 1.0033  0.099
8 C 0.8109 2.6174 1.8702  -0.765
9 H 2.5299 -1.8730 -0.6358  0.324
10 H 3.2489 -1.5643 0.8689  0.244
11 H 2.7223 0.4355 -0.9454  0.427
12 H 0.1393 0.4905 0.2104  -0.517
13 H -0.1541 -1.5263 -1.8794  0.350
14 H -0.5586 0.0747 -1.9469  -0.642
15 H 1.0218 -0.4176 -2.4600  0.478
16 H 0.6732 -2.2394 0.3228  0.367
17 H 2.1766 0.5262 2.1141  0.368
18 H 3.5858 1.0929 1.1617  0.430
19 H 2.5671 2.9888 0.9217  0.377
20 H 1.1708 3.0359 2.8236  0.341
21 H 0.2214 3.4290 1.4636  0.356
22 H 0.2438 1.7323 2.0914  0.324
23 H -1.9556 -0.0502 -3.1296  0.310
24 H -3.2095 -0.9190 -3.1999  0.278
25 O -2.4633 -0.6254 -3.7119  -0.643
26 H -0.1028 3.5545 -1.8373  0.308
27 H -0.5976 2.2404 -1.3045  0.251
28 O -0.5931 2.7893 -2.1075  -0.575
29 H -3.2283 0.9494 -0.7159  0.292
30 H -2.2194 -0.0633 -0.3097  0.303
31 O -2.6876 0.2783 -1.1151  -0.562
32 H -2.6654 -1.1811 1.6035  0.283
33 H -1.1981 -0.7536 1.4225  0.407
34 O -2.0805 -0.4508 1.3826  -0.758
35 H 0.7927 -1.2491 2.4170  0.353
36 H 1.8031 -2.0383 3.3099  0.310
37 O 1.3800 -1.1834 3.1950  -0.663
38 H -3.5749 -1.6019 -0.1399  0.365
39 H -3.1368 -2.6326 -1.0133  0.311
40 O -3.3491 -2.5359 -0.0669  -0.636


2.
8 unconnected molecules or ions with the total composition C5H26NO8S, computed with ωB97M-V/def2-TZVPD.

## Properties
- LUMO (eV) = -2.74
- HOMO-LUMO gap (eV) = 8.8
- net charge = +1
- maximum force (eV/Å) = 3.430

Last column: Mulliken charge in e.
Positions of all 41 atoms, in Å:
1 O -2.3107 0.8454 1.4667  -0.505
2 C -2.2795 1.3771 0.3756  -0.442
3 C -1.1149 0.7078 -0.5443  1.980
4 C -0.7727 1.4049 -1.8292  -1.019
5 C 0.5511 2.1247 -1.8086  -0.714
6 S 2.0495 1.0266 -1.5019  -0.030
7 C 3.0928 2.2578 -0.5684  -0.709
8 N -1.6057 -0.7361 -0.7935  -0.073
9 H -2.8208 2.3160 0.2486  0.396
10 H -0.2541 0.5927 0.1534  -1.030
11 H -1.6428 2.0450 -1.9844  0.361
12 H -0.7943 0.7733 -2.7581  0.424
13 H 0.6406 2.7680 -0.9177  0.318
14 H 0.6238 2.6327 -2.7609  0.479
15 H 3.2132 3.2413 -0.9747  0.367
16 H 4.0608 1.9088 -0.3134  0.393
17 H 2.4896 2.2787 0.3473  0.055
18 H -1.3172 -0.9733 -1.7379  0.332
19 H -2.5800 -0.8674 -0.5667  0.359
20 H -1.1948 -1.3990 -0.0788  0.330
21 H 1.2295 -1.9455 -1.3906  0.325
22 H 0.2730 -3.2323 -1.6584  0.267
23 O 0.3636 -2.2792 -1.7263  -0.575
24 H -4.5339 1.1852 -1.2271  0.309
25 H -4.4787 -0.1289 -0.2949  0.308
26 O -3.9927 0.4574 -0.8926  -0.642
27 H -0.1691 1.6593 2.4787  0.305
28 H 0.9619 2.7535 2.2892  0.266
29 O 0.3497 2.1721 1.8185  -0.556
30 H 1.5352 -0.0856 0.8410  0.229
31 H 1.5566 0.3335 2.3587  0.269
32 O 1.9302 -0.2698 1.7147  -0.588
33 H 3.6637 -2.1347 0.1661  0.309
34 H 2.2077 -2.4191 0.4673  0.274
35 O 2.8136 -2.2609 -0.2692  -0.653
36 H 0.2394 -2.9121 2.9715  0.312
37 H 1.8016 -2.9875 3.1474  0.303
38 O 1.0571 -3.2381 2.5936  -0.601
39 H -0.9198 -2.7650 1.4033  0.214
40 H -2.1287 -3.5573 0.7876  0.289
41 O -1.7938 -2.6700 0.9685  -0.637


3.
8 unconnected molecules or ions with the total composition C5H26NO9, computed with ωB97M-V/def2-TZVPD.

## Properties
- ΔE to the lowest compared entry with this formula, charge and spin (kJ/mol) = 0.0
- LUMO (eV) = -2.91
- HOMO-LUMO gap (eV) = 11.0
- net charge = +1
- maximum force (eV/Å) = 1.451

Last column: Mulliken charge in e.
Positions of all 41 atoms, in Å:
1 O -1.8644 -3.0533 1.7531  -0.499
2 C -1.1181 -2.3768 1.1196  0.004
3 O 0.0456 -2.7720 0.5481  -0.493
4 C -1.3471 -0.8715 0.9200  0.233
5 C -0.3568 -0.0887 1.7792  -0.556
6 C -0.6827 1.3897 1.8984  -0.213
7 C -0.0654 2.0388 3.1286  -1.467
8 N -1.3485 -0.4097 -0.4968  0.185
9 H 0.5681 -3.3732 1.1060  0.355
10 H -2.3273 -0.7440 1.3797  0.299
11 H 0.6605 -0.3066 1.4662  0.175
12 H -0.3786 -0.6001 2.7456  0.387
13 H -0.4232 2.0157 1.0479  0.233
14 H -1.7759 1.4263 1.8856  0.406
15 H -0.4462 1.6361 4.0681  0.389
16 H -0.0504 3.1226 3.0490  0.391
17 H 0.9685 1.6948 3.1700  0.302
18 H -0.4637 -0.6555 -0.9447  0.236
19 H -1.5830 0.6007 -0.5077  0.226
20 H -2.0132 -0.9314 -1.0691  0.423
21 H 0.9034 1.6192 -2.0996  0.333
22 H 1.1570 2.7692 -3.0535  0.283
23 O 0.4389 2.3002 -2.6095  -0.638
24 H 1.3683 -0.2360 -2.5412  0.299
25 H 2.9863 -0.4211 -2.5957  0.254
26 O 2.2262 -0.0723 -2.1270  -0.557
27 H 3.3499 1.6448 1.1760  0.274
28 H 2.7084 0.9221 -0.0034  0.273
29 O 2.7562 0.9176 0.9605  -0.539
30 H -2.8911 2.5760 -1.1218  0.247
31 H -1.4406 2.7832 -1.6590  0.266
32 O -1.9715 2.2824 -1.0254  -0.569
33 H -0.8220 -3.5344 -1.5961  0.279
34 H -0.8211 -2.7366 -2.9657  0.274
35 O -1.0409 -2.6949 -2.0318  -0.539
36 H -0.5573 0.8505 -3.3063  0.326
37 H -1.4980 -0.1468 -3.9673  0.283
38 O -0.8177 -0.0897 -3.2815  -0.582
39 H 2.9518 -1.8074 2.5705  0.324
40 H 2.3986 -2.1222 1.1952  0.322
41 O 2.6171 -2.5459 2.0360  -0.631


4.
10 unconnected molecules or ions with the total composition C5H26O11, computed with ωB97M-V/def2-TZVPD.

## Properties
- ΔE to the lowest compared entry with this formula, charge and spin (kJ/mol) = 109.6
- LUMO (eV) = 0.27
- HOMO-LUMO gap (eV) = 10.7
- net charge = 0
- maximum force (eV/Å) = 2.027

Last column: Mulliken charge in e.
Positions of all 42 atoms, in Å:
1 C -1.3155 0.1333 -2.2745  -1.087
2 C -0.5460 -0.0463 -1.2048  0.012
3 C -0.8140 -1.0114 -0.1084  -0.745
4 C 0.4320 -1.8144 0.3738  -0.071
5 C 1.7872 -1.2786 0.1137  0.051
6 O 2.6962 -1.7887 -0.4864  -0.602
7 O 1.9310 0.0399 0.5261  -0.372
8 H -2.1771 -0.5092 -2.3966  0.298
9 H -1.1391 0.7973 -3.1080  0.371
10 H 0.1764 0.7421 -1.0095  0.102
11 H -1.6146 -1.7244 -0.3028  0.587
12 H -1.1561 -0.4402 0.7637  0.376
13 H 0.3723 -2.8499 0.0740  0.294
14 H 0.2724 -1.9793 1.4367  0.513
15 H 2.8617 0.2610 0.5916  0.273
16 O 2.3238 2.6727 -1.1409  -0.765
17 H 2.0745 2.0801 -1.8881  0.479
18 H 2.3026 3.5672 -1.4884  0.278
19 O 1.3395 1.5816 -3.0124  -0.653
20 H 1.6118 0.7202 -3.3467  0.380
21 H 0.4818 1.4585 -2.6016  0.219
22 O 1.1808 -1.7469 -3.4410  -0.582
23 H 1.6096 -1.6612 -2.5748  0.304
24 H 1.2877 -2.6506 -3.7195  0.281
25 O -2.0336 3.0381 3.8817  -0.681
26 H -2.9249 3.3057 3.5959  0.297
27 H -1.6134 2.9439 3.0152  0.371
28 O -2.1309 2.5760 0.9943  -0.694
29 H -1.1516 2.7311 0.9202  0.469
30 H -2.5584 2.7085 0.1184  0.267
31 O -1.1573 -3.8531 -2.2331  -0.665
32 H -1.8038 -4.1762 -1.6110  0.301
33 H -1.0109 -2.9094 -2.0806  0.356
34 O -1.8189 -2.9218 2.0066  -0.573
35 H -2.6084 -2.9389 2.5620  0.309
36 H -1.5915 -1.9990 2.0916  0.276
37 O 0.5254 2.5776 1.0628  -0.672
38 H 0.9824 2.8637 0.2359  0.322
39 H 0.9167 1.6997 1.1107  0.355
40 O -1.1368 0.4875 4.6538  -0.655
41 H -1.7479 0.4086 5.4039  0.280
42 H -1.1754 1.4542 4.4381  0.396


5.
8 unconnected molecules or ions with the total composition C5H27N2O8, computed with ωB97M-V/def2-TZVPD.

## Properties
- ΔE to the lowest compared entry with this formula, charge and spin (kJ/mol) = 174.0
- LUMO (eV) = -2.36
- HOMO-LUMO gap (eV) = 10.1
- net charge = +1
- maximum force (eV/Å) = 2.029

Last column: Mulliken charge in e.
Positions of all 42 atoms, in Å:
1 N -0.9875 -0.1456 1.8539  0.082
2 C -2.2377 0.5724 1.3831  -0.685
3 C -2.3121 0.5592 -0.2149  -0.396
4 N -1.5228 -0.4950 -0.8104  -0.195
5 C -1.8633 -2.4212 -2.3034  -1.531
6 C -1.8574 -0.9120 -2.1676  0.239
7 C -0.7558 -0.4831 -3.1248  -0.182
8 O 0.2828 -0.0209 -2.7154  -0.365
9 H -0.5059 -0.5125 1.0273  0.207
10 H -1.2117 -0.9086 2.5251  0.466
11 H -0.3074 0.5442 2.2599  0.272
12 H -2.1780 1.6350 1.6508  0.179
13 H -3.1624 0.1830 1.7853  0.424
14 H -1.9409 1.5489 -0.5681  0.240
15 H -3.3570 0.3118 -0.3668  0.395
16 H -0.5549 -0.1777 -0.8105  0.174
17 H -2.7364 -2.8551 -1.8029  0.357
18 H -2.0149 -2.7190 -3.3547  0.448
19 H -0.9367 -2.9068 -1.9759  0.344
20 H -2.8815 -0.6077 -2.5040  0.321
21 H -0.8472 -0.7238 -4.2113  0.372
22 H 2.7370 2.5704 1.8671  0.330
23 H 1.8748 1.5014 1.0949  0.430
24 O 2.2809 1.7273 1.9737  -0.767
25 H 1.7011 -0.4796 0.4476  0.366
26 H 1.7609 0.2391 -0.9068  0.390
27 O 1.3646 0.3057 -0.0048  -0.716
28 H 2.6451 -0.2964 -2.8415  0.302
29 H 3.8923 0.0841 -1.9408  0.296
30 O 3.0365 -0.3675 -1.9670  -0.615
31 H 0.7337 2.2543 2.4843  0.303
32 H -0.4674 3.2662 2.9238  0.260
33 O -0.2392 2.4534 2.4779  -0.651
34 H -1.6615 -2.8888 3.1844  0.350
35 H -0.2720 -3.0639 2.8260  0.329
36 O -0.8130 -2.4476 3.3406  -0.703
37 H 2.9494 -0.7981 2.4530  0.314
38 H 3.3267 -2.1822 1.8663  0.296
39 O 2.5929 -1.5738 2.0074  -0.623
40 H 0.0693 2.1374 -1.6588  0.221
41 H 0.8791 3.1642 -2.4857  0.312
42 O 0.7975 2.7610 -1.6092  -0.592